No. 1
ORCA calculation (the ωB97M-V functional and the def2-TZVPD basis) on a 8-piece molecular cluster, C53H36Br2F13O18P overall.

Each line ends with the Löwdin charge.
Element x y z (Å)
1 C 0.2412 5.0652 5.2034  -0.160
2 C 0.0872 3.5760 5.4291  -0.730
3 Br 1.7156 2.5690 5.5004  0.803
4 C -1.0573 2.9822 5.5923  -0.812
5 Br -2.6375 4.0843 5.5161  0.834
6 O -1.1910 1.6310 5.8407  -0.153
7 P -1.3786 0.7392 4.4714  0.505
8 O -2.3924 -0.2626 4.7188  -0.193
9 O 0.0445 0.0910 4.1947  -0.192
10 C 0.0397 -1.3598 4.1885  -0.149
11 C 1.5184 -1.8008 4.1695  -0.021
12 C 1.8089 -2.6660 2.9405  -0.441
13 F 1.0029 -3.7451 3.0651  0.124
14 F 1.4893 -1.9354 1.8582  0.130
15 C 3.2805 -3.2129 2.9114  -0.368
16 F 3.2765 -4.5379 2.9892  0.179
17 F 3.9580 -2.7574 3.9767  0.156
18 C 4.1008 -2.8136 1.6547  -0.350
19 F 3.4908 -3.1373 0.5179  0.162
20 F 5.2089 -3.5680 1.6780  0.163
21 C 4.6058 -1.3279 1.6484  -0.576
22 F 5.7692 -1.3191 2.2854  0.187
23 F 4.8496 -0.9064 0.4293  0.192
24 F 3.8228 -0.4977 2.2998  0.203
25 O -1.7742 1.8447 3.3307  -0.039
26 C -1.7640 1.3715 2.0354  -0.565
27 F -2.6121 0.3672 1.8430  0.167
28 F -0.5514 0.9816 1.6552  0.158
29 C -2.1993 2.5582 1.0755  -0.276
30 F -1.1381 2.9522 0.3638  0.093
31 F -2.5111 3.6217 1.8399  0.078
32 H -0.4383 5.4400 4.4387  0.060
33 H 1.2688 5.3102 4.9286  0.061
34 H 0.0564 5.5380 6.1756  0.087
35 H -0.5194 -1.7279 3.3245  0.136
36 H -0.4026 -1.7938 5.0840  0.102
37 H 1.8450 -2.2655 5.0988  0.141
38 H 2.1133 -0.8887 4.0341  0.124
39 H -3.0425 2.2779 0.4453  0.145
40 O 2.8735 -0.8465 -4.4684  0.084
41 C 2.5202 -0.1527 -3.5357  -0.365
42 C 2.9749 -0.4409 -2.1547  0.029
43 C 2.5913 0.3167 -1.1309  0.009
44 C 1.6939 1.4821 -1.3273  -0.380
45 O 1.3491 2.1724 -0.3928  0.112
46 C 1.2410 1.7679 -2.7094  0.028
47 C 1.6252 1.0094 -3.7330  0.023
48 H 3.6305 -1.2943 -2.0286  0.121
49 H 2.9108 0.1230 -0.1189  0.098
50 H 0.5880 2.6216 -2.8358  0.128
51 H 1.3063 1.2048 -4.7485  0.126
52 O 8.7331 2.9568 -1.6937  0.112
53 C 7.6585 3.0540 -2.2448  -0.382
54 C 7.5068 3.8122 -3.5107  0.025
55 C 6.3256 3.9207 -4.1134  0.022
56 C 5.1110 3.2874 -3.5470  -0.375
57 O 4.0339 3.3858 -4.0997  0.100
58 C 5.2624 2.5297 -2.2820  0.031
59 C 6.4426 2.4206 -1.6786  0.034
60 H 8.4044 4.2670 -3.9098  0.123
61 H 6.1953 4.4701 -5.0370  0.122
62 H 4.3662 2.0745 -1.8833  0.095
63 H 6.5723 1.8705 -0.7549  0.122
64 O -5.3587 2.2673 1.2846  0.104
65 C -6.1043 2.8611 0.5316  -0.369
66 C -7.5564 2.5619 0.4987  0.027
67 C -8.3748 3.2086 -0.3269  0.025
68 C -7.8691 4.2565 -1.2461  -0.381
69 O -8.6143 4.8487 -1.9989  0.104
70 C -6.4188 4.5547 -1.2112  0.006
71 C -5.6003 3.9085 -0.3871  0.029
72 H -7.9058 1.7944 1.1776  0.123
73 H -9.4372 3.0043 -0.3673  0.123
74 H -6.0696 5.3201 -1.8885  0.108
75 H -4.5379 4.1145 -0.3493  0.119
76 O -1.3067 -3.9250 0.5675  0.110
77 C -0.7052 -4.8410 0.0475  -0.378
78 C -1.4225 -5.9453 -0.6350  0.021
79 C -0.7612 -6.9504 -1.2035  0.021
80 C 0.7213 -7.0091 -1.1806  -0.385
81 O 1.3227 -7.9242 -1.7004  0.109
82 C 1.4382 -5.9046 -0.4981  0.032
83 C 0.7761 -4.9003 0.0700  0.022
84 H -2.5035 -5.8855 -0.6424  0.122
85 H -1.2667 -7.7656 -1.7055  0.122
86 H 2.5195 -5.9637 -0.4899  0.123
87 H 1.2800 -4.0879 0.5696  0.083
88 O -5.6878 3.4974 -3.8507  0.094
89 C -6.2305 3.9192 -4.8528  -0.373
90 C -6.5388 5.3601 -5.0173  0.021
91 C -7.1351 5.8173 -6.1147  0.028
92 C -7.5158 4.9061 -7.2214  -0.384
93 O -8.0572 5.3231 -8.2219  0.112
94 C -7.2073 3.4645 -7.0564  0.024
95 C -6.6108 3.0079 -5.9584  0.023
96 H -6.2544 6.0112 -4.2013  0.114
97 H -7.3691 6.8651 -6.2525  0.124
98 H -7.4928 2.8142 -7.8734  0.123
99 H -6.3769 1.9600 -5.8198  0.122
100 O -5.9792 -3.6989 8.3270  0.102
101 C -4.8945 -3.7375 7.7849  -0.389
102 C -4.4690 -2.6869 6.8304  0.030
103 C -3.2791 -2.7325 6.2347  0.030
104 C -2.3294 -3.8383 6.5059  -0.368
105 O -1.2399 -3.8820 5.9673  0.094
106 C -2.7527 -4.8912 7.4606  0.018
107 C -3.9420 -4.8439 8.0541  0.019
108 H -5.1760 -1.8878 6.6469  0.125
109 H -2.9519 -1.9707 5.5319  0.079
110 H -2.0449 -5.6899 7.6441  0.120
111 H -4.2700 -5.6016 8.7546  0.121
112 O 7.4192 -0.7872 -4.4127  0.096
113 C 6.9847 -1.7852 -4.9517  -0.383
114 C 5.5439 -1.9209 -5.2703  0.017
115 C 5.0669 -3.0146 -5.8578  0.029
116 C 5.9564 -4.1438 -6.2209  -0.386
117 O 5.5234 -5.1408 -6.7586  0.106
118 C 7.4000 -4.0078 -5.9019  0.019
119 C 7.8767 -2.9137 -5.3139  0.018
120 H 4.9113 -1.0908 -5.0004  0.087
121 H 4.0171 -3.1303 -6.0965  0.123
122 H 8.0340 -4.8424 -6.1735  0.121
123 H 8.9259 -2.7954 -5.0736  0.121

multiplicity	1
structure (SMILES)	C/C(Br)=C(\Br)O[P@](=O)(OCCC(F)(F)C(F)(F)C(F)(F)C(F)(F)F)OC(F)(F)C(F)F.O=C1C=CC(=O)C=C1.O=C1C=CC(=O)C=C1.O=C1C=CC(=O)C=C1.O=C1C=CC(=O)C=C1.O=C1C=CC(=O)C=C1.O=C1C=CC(=O)C=C1.O=C1C=CC(=O)C=C1
HOMO	-0.34816	Eh
HOMO-LUMO gap	7.69	eV



No. 2
ORCA calculation (the ωB97M-V functional and the def2-TZVPD basis) on C53H36BrF4O2PRuS3 as an isolated structure.

Each line ends with the Mulliken spin population.
Element x y z (Å)
1 Ru -9.5640 16.4212 10.7089  0.983
2 C -17.1547 19.6438 9.7318  0.000
3 C -15.8023 19.0318 9.8981  0.000
4 C -14.7618 19.6743 9.1983  0.003
5 C -13.4961 19.1060 9.1423  0.013
6 C -13.2493 17.8933 9.7601  0.035
7 C -14.2574 17.2800 10.5524  0.002
8 C -15.5198 17.8454 10.6083  0.004
9 S -11.5920 17.3029 9.4510  -0.052
10 O -10.8671 18.4679 8.9299  0.017
11 C -11.8554 15.7947 8.4190  0.345
12 C -12.6966 14.7912 8.9721  -0.018
13 C -12.9625 13.6729 8.2246  0.321
14 C -12.4822 13.5164 6.9064  -0.088
15 C -12.8907 12.4215 6.1120  0.343
16 C -12.4517 12.2854 4.8180  0.136
17 C -11.4928 13.1678 4.3098  0.098
18 C -11.0413 14.2271 5.0797  0.323
19 C -11.5547 14.4749 6.3984  0.088
20 C -11.2321 15.6328 7.1961  0.222
21 C -10.5342 16.7353 6.5986  0.167
22 C -11.2117 17.4666 5.5492  0.119
23 C -12.4991 17.1335 5.1031  0.172
24 C -13.0954 17.8737 4.1096  0.026
25 C -12.5198 19.0581 3.5723  0.050
26 C -11.2992 19.4264 4.0847  0.166
27 C -10.6141 18.6177 4.9689  -0.017
28 C -9.2991 18.9309 5.3656  0.192
29 C -8.6672 18.2547 6.3989  0.161
30 C -9.2977 17.1716 7.0447  0.029
31 S -8.3603 16.5076 8.4764  0.027
32 O -7.0720 17.2322 8.3455  -0.002
33 C -8.2963 14.7212 8.0900  -0.027
34 C -8.5936 13.8041 9.0689  0.080
35 C -8.5828 12.4265 8.7563  0.022
36 C -8.4065 11.9697 7.4479  0.004
37 C -8.5546 10.4885 7.0880  -0.001
38 C -8.1258 12.9138 6.4705  0.000
39 C -8.1517 14.2973 6.7600  -0.010
40 H -17.0290 20.4989 9.0222  0.000
41 H -17.5776 19.9787 10.6751  0.000
42 H -17.8825 18.9597 9.3182  0.000
43 H -14.9538 20.6177 8.7012  0.000
44 H -12.6850 19.5913 8.5559  0.001
45 H -14.0189 16.4256 11.1528  -0.004
46 H -16.3540 17.4079 11.1573  0.000
47 H -13.1367 14.8675 9.9945  0.001
48 H -13.6588 12.9579 8.6269  0.005
49 H -13.5671 11.7106 6.5553  0.001
50 H -12.8915 11.4743 4.1745  0.006
51 H -11.0743 12.9852 3.2766  0.006
52 H -10.3096 14.8881 4.6373  0.013
53 H -13.0536 16.3051 5.5171  0.051
54 H -14.0472 17.5086 3.7112  0.001
55 H -13.0867 19.6185 2.7586  0.002
56 H -10.7783 20.3715 3.8388  0.001
57 H -8.8412 19.8204 4.9155  -0.009
58 H -7.6764 18.6001 6.7320  0.006
59 H -8.8314 14.0865 10.1087  0.008
60 H -8.6654 11.6987 9.5544  0.001
61 H -8.3432 9.9219 7.9853  0.000
62 H -7.8383 10.1853 6.3124  0.000
63 H -9.5298 10.2205 6.6567  0.002
64 H -7.9555 12.5692 5.4641  0.001
65 H -8.0739 15.0377 5.9144  -0.006
66 F -8.6477 14.2001 18.6250  0.000
67 C -8.9426 14.5527 17.3426  0.000
68 C -9.8696 15.5911 17.1544  0.001
69 F -10.5112 16.1058 18.2385  0.000
70 C -10.1395 16.0112 15.8557  -0.003
71 F -10.8952 17.1944 15.7959  -0.001
72 C -9.6637 15.4317 14.6757  0.009
73 P -10.2794 16.0180 13.0265  -0.059
74 C -11.8403 15.1256 13.0287  -0.004
75 C -11.8342 13.9214 12.3323  0.020
76 C -12.9560 13.0990 12.3978  0.011
77 C -14.0564 13.4357 13.1865  0.002
78 C -14.0466 14.6180 13.8926  0.000
79 C -12.9185 15.4367 13.8611  0.002
80 C -10.3196 17.8334 13.2170  0.042
81 C -9.1260 18.5154 13.4462  0.021
82 C -9.1347 19.8511 13.8657  -0.006
83 C -10.3615 20.5369 13.9972  0.009
84 C -11.5780 19.8648 13.7343  -0.003
85 C -11.5521 18.5164 13.3591  0.022
86 C -8.8882 14.2374 14.9063  -0.010
87 Br -8.1843 13.2732 13.4444  0.003
88 C -8.4645 13.9007 16.1905  0.000
89 F -7.6272 12.8550 16.3514  0.000
90 H -10.9956 13.5556 11.7682  -0.014
91 H -12.9911 12.2090 11.7688  0.000
92 H -14.9208 12.7384 13.2508  0.000
93 H -14.8723 14.9062 14.5372  0.000
94 H -12.8610 16.3567 14.4305  0.000
95 H -8.1758 17.9999 13.3324  -0.002
96 H -8.2149 20.3633 14.0707  0.000
97 H -10.3672 21.5958 14.3464  0.000
98 H -12.5453 20.3492 13.9142  0.000
99 H -12.4834 17.9754 13.2111  0.001
100 S -6.4405 16.6608 11.7915  -0.042
101 C -7.8491 16.3055 11.1710  -0.019

multiplicity	5
charge	+2
HOMO (spin up / spin down)	-0.38049 / -0.47561	Eh
HOMO-LUMO gap (spin up / spin down)	4.28 / 3.86	eV



multiplicity of number 1 (C53H36Br2F13O18P)?
1